Entry 1:
Molecular formula: C3H10N2O
Method: DFT, ωB97M-V/def2-TZVPD

Element x y z (Å)
C1 -0.49 0.94 -1.88
N1 -1.29 0.74 -0.94
C2 -2.33 1.68 -0.54
H1 -0.70 1.60 -2.73
H2 0.42 0.34 -1.92
H3 -2.57 2.37 -1.36
H4 -1.89 2.25 0.27
H5 -3.15 1.12 -0.10
C3 2.20 -1.08 0.60
O1 2.42 -1.98 1.34
H6 1.99 -1.23 -0.47
H7 2.35 -0.01 0.85
N2 -0.17 -0.53 1.13
H8 -0.67 -0.11 0.32
H9 0.02 -1.49 1.34
H10 -0.08 -0.06 2.02

frontier orbital gap	0.3497	Eh
molar mass	90.1	g/mol
HOMO	-8.802	eV

Entry 2:
Molecular formula: C3H10N2O
Method: DFT, ωB97M-V/def2-TZVPD

Element x y z (Å)
C1 0.00 0.68 -0.60
C2 -0.36 -0.19 0.51
C3 2.19 -0.79 -0.54
N1 -2.30 0.08 -0.11
N2 1.36 0.28 0.02
O1 -2.68 0.77 1.15
H1 -3.32 1.43 0.85
H2 -2.66 -0.87 0.03
H3 1.74 0.81 0.80
H4 -0.28 1.71 -0.42
H5 -0.10 0.30 -1.61
H6 -0.27 -1.27 0.53
H7 -0.51 0.28 1.48
H8 1.65 -1.32 -1.33
H9 2.44 -1.51 0.23
H10 3.10 -0.39 -0.98

frontier orbital gap	0.2853	Eh
molar mass	90.1	g/mol
HOMO	-6.853	eV

Entry 3:
Molecular formula: C3H10N2O
Method: DFT, ωB97M-V/def2-TZVPD

Element x y z (Å)
H1 -2.07 -1.85 -0.77
N1 -2.53 -1.14 -0.20
C1 -1.79 -0.10 -0.11
N2 -0.45 -0.05 -0.35
C2 0.30 1.17 -0.13
C3 1.66 1.12 -0.85
H2 -2.17 0.83 0.31
H3 -0.10 -0.77 -0.95
H4 -0.17 2.11 -0.42
H5 0.43 1.36 0.94
H6 2.06 0.11 -0.71
H7 1.49 1.30 -1.91
H8 2.36 1.79 -0.37
O1 0.60 -2.13 1.71
H9 -0.21 -1.96 1.22
H10 0.57 -1.77 2.60

frontier orbital gap	0.3655	Eh
molar mass	90.1	g/mol
HOMO	-9.058	eV

Entry 4:
Molecular formula: C3H10N2O
Method: DFT, ωB97M-V/def2-TZVPD

Element x y z (Å)
C1 0.68 -4.30 -0.05
C2 0.53 -2.91 0.11
O1 0.77 -2.10 -0.89
H1 -0.05 -4.93 0.45
H2 1.54 -4.63 -0.61
H3 -0.12 -2.53 0.89
H4 -0.04 -1.83 -1.37
N1 0.44 3.13 0.95
C3 -0.90 2.72 0.49
N2 -0.94 1.95 -0.76
H5 0.92 3.59 0.19
H6 0.97 2.28 1.08
H7 -1.42 3.67 0.34
H8 -1.39 2.20 1.30
H9 -0.33 1.16 -0.57
H10 -0.67 2.52 -1.55

frontier orbital gap (spin up / spin down)	0.1876 / 0.0884	Eh
2S+1	2
molar mass	90.1	g/mol
total charge	+1
HOMO (spin up / spin down)	-11.591 / -11.557	eV

Entry 5:
Molecular formula: C3H10N2O2
Method: DFT, ωB97M-V/def2-TZVPD

Element x y z (Å)
N1 1.32 1.48 0.32
N2 0.58 1.15 1.36
O1 -0.63 1.36 1.24
H1 2.31 1.43 0.44
H2 0.87 1.81 -0.54
C1 0.79 -1.21 1.60
C2 0.24 -1.65 0.47
H3 0.22 -1.13 2.51
H4 1.86 -1.10 1.69
H5 0.83 -1.83 -0.42
H6 -0.81 -1.90 0.42
C3 -1.61 0.30 -1.42
O2 -0.37 0.62 -2.02
H7 -1.55 0.44 -0.32
H8 -1.96 -0.70 -1.71
H9 -2.33 1.04 -1.79
H10 0.23 -0.12 -1.84

frontier orbital gap	0.3586	Eh
molar mass	106.1	g/mol
HOMO	-9.169	eV

Entry 6:
Molecular formula: C3H10N2O2
Method: DFT, ωB97M-V/def2-TZVPD

Element x y z (Å)
C1 2.22 0.81 1.32
C2 0.95 0.35 0.67
O1 0.98 0.04 -0.56
N1 -0.17 0.40 1.37
C3 -1.35 0.51 0.59
N2 -1.89 -0.76 0.16
H1 2.34 1.84 0.92
H2 3.13 0.30 0.96
H3 2.23 0.78 2.39
H4 -0.09 0.15 2.32
H5 -1.16 1.03 -0.28
H6 -2.03 1.08 1.16
H7 -1.68 -1.12 -0.81
H8 -2.90 -0.81 0.02
O2 -0.53 -1.19 -2.81
H9 0.03 -1.19 -3.65
H10 0.02 -0.43 -2.24

frontier orbital gap	0.3746	Eh
molar mass	106.1	g/mol
HOMO	-9.360	eV

Entry 7:
Molecular formula: C3H10N2O2
Method: DFT, ωB97M-V/def2-TZVPD

Element x y z (Å)
C1 -2.50 -0.82 -0.61
N1 0.93 -0.54 -1.40
O1 -1.33 -1.00 0.17
H1 0.33 0.27 -1.59
H2 1.88 -0.23 -1.60
H3 -2.25 -1.06 -1.64
H4 -2.92 0.19 -0.57
H5 -3.27 -1.49 -0.22
C2 2.03 0.91 0.81
N2 1.17 -0.19 0.41
C3 -0.71 0.17 0.71
O2 -0.94 1.27 0.21
H6 1.50 -1.08 0.77
H7 -0.63 -0.03 1.80
H8 3.02 0.86 0.35
H9 2.15 0.93 1.90
H10 1.55 1.84 0.50

frontier orbital gap	0.3543	Eh
molar mass	106.1	g/mol
HOMO	-9.210	eV

Entry 8:
Molecular formula: C3H10N2O2
Method: DFT, ωB97M-V/def2-TZVPD

Element x y z (Å)
C1 0.10 1.12 -0.22
C2 1.28 -1.24 0.20
C3 -1.47 -0.97 0.36
N1 0.87 0.69 -1.25
N2 -0.26 -0.26 0.73
O1 0.83 1.93 0.66
O2 -1.13 1.73 -0.50
H1 1.70 2.00 0.25
H2 -1.01 2.29 -1.28
H3 0.27 0.35 -2.00
H4 -0.30 0.15 1.66
H5 2.11 -0.70 0.62
H6 1.41 -1.55 -0.82
H7 0.98 -2.09 0.81
H8 -2.35 -0.31 0.40
H9 -1.37 -1.33 -0.67
H10 -1.65 -1.80 1.04

frontier orbital gap	0.2992	Eh
molar mass	106.1	g/mol
HOMO	-7.411	eV

Entry 9:
Molecular formula: C3H10N2O2
Method: DFT, ωB97M-V/def2-TZVPD

Element x y z (Å)
C1 1.83 -1.56 0.49
C2 1.32 -0.07 0.33
C3 0.23 0.19 -0.65
N1 -2.38 1.37 0.70
N2 -1.85 0.32 -0.05
O1 -0.05 -0.68 -1.75
O2 0.17 1.50 -1.02
H1 2.37 -1.96 -0.36
H2 0.97 -2.28 0.64
H3 2.40 -1.71 1.41
H4 1.06 0.10 1.37
H5 2.19 0.51 0.06
H6 -2.11 2.13 0.15
H7 -2.38 1.46 1.72
H8 -2.05 -0.60 0.24
H9 -0.95 -0.51 -2.10
H10 -0.78 1.78 -1.16

frontier orbital gap (spin up / spin down)	0.2310 / 0.3633	Eh
2S+1	3
molar mass	106.1	g/mol
HOMO (spin up / spin down)	-5.535 / -10.383	eV

Entry 10:
Molecular formula: C3H10N2O2S
Method: DFT, ωB97M-V/def2-TZVPD

Element x y z (Å)
N1 1.08 0.61 -1.98
C1 0.17 0.72 -1.01
O1 -0.89 1.35 -1.23
C2 0.67 0.13 0.42
N2 0.32 0.84 1.64
C3 0.48 -1.36 0.28
S1 0.89 -2.19 1.88
H1 1.98 0.26 -1.88
H2 0.86 0.89 -2.93
H3 1.83 0.42 0.21
H4 0.09 1.75 1.29
H5 -0.72 0.51 1.92
H6 1.09 -1.99 -0.35
H7 -0.63 -1.48 0.21
H8 1.19 -1.22 2.69
O2 -2.83 -0.09 -0.17
H9 -2.70 -0.04 -1.09
H10 -2.88 0.91 0.11

frontier orbital gap	0.3511	Eh
molar mass	138.2	g/mol
HOMO	-8.940	eV

Entry 11:
Molecular formula: C3H10N2O2S
Method: DFT, ωB97M-V/def2-TZVPD

Element x y z (Å)
N1 -0.43 2.77 1.84
C1 -0.20 1.64 1.13
O1 -0.03 0.57 1.80
O2 -0.17 1.68 -0.14
H1 -0.83 3.53 1.32
H2 -0.71 2.64 2.79
C2 0.08 -1.77 -0.47
C3 -0.04 -0.64 -1.49
S1 -1.36 -0.96 -2.60
N2 1.06 -1.38 0.56
H3 0.37 -2.70 -0.98
H4 -0.87 -1.97 0.03
H5 0.88 -0.53 -2.04
H6 -0.22 0.37 -0.98
H7 -1.19 0.14 -3.36
H8 1.30 -2.12 1.19
H9 0.45 -0.29 1.24
H10 1.93 -0.98 0.16

frontier orbital gap (spin up / spin down)	0.4181 / 0.2117	Eh
2S+1	2
molar mass	138.2	g/mol
total charge	+1
HOMO (spin up / spin down)	-14.364 / -13.847	eV

Entry 12:
Molecular formula: C3H10N2O3
Method: DFT, ωB97M-V/def2-TZVPD

Element x y z (Å)
N1 2.80 -0.46 -0.60
C1 1.51 0.04 -0.55
O1 1.20 0.88 -1.47
C2 0.53 -0.49 0.51
N2 -0.69 -1.12 -0.03
C3 -1.85 -0.97 0.84
O2 -1.81 0.43 1.11
H1 3.38 -0.13 -1.39
H2 3.31 -1.02 0.07
H3 0.29 0.33 1.26
H4 1.04 -1.28 1.15
H5 -0.93 -1.25 -0.92
H6 -1.69 -1.38 1.86
H7 -2.72 -1.33 0.31
H8 -1.78 0.98 0.30
O3 -1.16 2.13 -0.92
H9 -1.11 2.89 -0.23
H10 -0.31 1.75 -1.32

frontier orbital gap	0.3466	Eh
molar mass	122.1	g/mol
HOMO	-8.706	eV

Entry 13:
Molecular formula: C3H10N2O3
Method: DFT, ωB97M-V/def2-TZVPD

Element x y z (Å)
N1 1.61 1.35 1.95
C1 1.01 0.48 1.11
O1 1.44 0.39 -0.04
C2 -0.19 -0.39 1.46
N2 -0.60 -1.15 0.28
C3 -1.69 -0.66 -0.51
O2 -1.54 0.64 -1.06
H1 2.25 2.03 1.59
H2 1.46 1.30 2.95
H3 -1.02 0.22 1.80
H4 0.02 -1.10 2.27
H5 0.25 -1.30 -0.22
H6 -2.59 -0.52 0.10
H7 -1.78 -1.40 -1.31
H8 -1.34 0.80 -1.96
O3 0.77 -0.51 -3.08
H9 1.37 0.24 -3.18
H10 0.57 -0.43 -2.15

frontier orbital gap	0.3702	Eh
molar mass	122.1	g/mol
HOMO	-9.349	eV

Entry 14:
Molecular formula: C3H10N2O3S
Method: DFT, ωB97M-V/def2-TZVPD

Element x y z (Å)
C1 -0.02 -1.92 -0.35
C2 -0.54 -0.47 0.24
C3 -0.44 0.37 -0.95
N1 -0.27 2.26 0.95
N2 -1.92 -0.62 0.71
O1 0.51 0.62 -1.68
O2 2.41 1.22 0.24
O3 2.87 -0.66 -1.28
S1 2.80 0.77 -1.09
H1 0.23 -2.56 0.54
H2 1.03 -1.57 -0.70
H3 -0.64 -2.27 -1.18
H4 0.05 -0.06 1.03
H5 -1.36 0.79 -1.39
H6 0.56 1.73 0.68
H7 0.13 2.96 1.48
H8 -0.85 1.66 1.50
H9 -1.89 -1.53 1.22
H10 -2.65 -0.71 0.04

frontier orbital gap	0.3368	Eh
molar mass	154.2	g/mol
HOMO	-9.715	eV

Entry 15:
Molecular formula: C3H10N2OP
Method: DFT, ωB97M-V/def2-TZVPD

Element x y z (Å)
H1 -0.57 2.36 0.52
N1 0.37 1.94 0.61
C1 0.62 0.83 0.15
C2 2.00 0.41 0.33
C3 -0.49 -0.14 -0.35
N2 -1.39 -0.24 0.98
O1 -1.29 0.53 -1.27
P1 0.09 -1.83 -0.66
H2 2.16 -0.35 1.22
H3 2.46 -0.13 -0.57
H4 2.60 1.36 0.44
H5 -1.58 -1.19 1.14
H6 -2.24 0.22 0.83
H7 -0.85 0.16 1.72
H8 -1.78 -0.10 -1.89
H9 1.01 -1.61 -1.79
H10 -1.12 -2.21 -1.41

frontier orbital gap	0.3841	Eh
molar mass	121.1	g/mol
total charge	+1
HOMO	-14.136	eV

Entry 16:
Molecular formula: C3H10N2OS
Method: DFT, ωB97M-V/def2-TZVPD

Element x y z (Å)
C1 -1.25 0.83 1.57
C2 -0.75 1.55 0.39
S1 0.81 0.76 -0.20
N1 1.38 -0.12 0.91
O1 1.93 2.04 -0.77
N2 0.32 -0.27 -1.34
C3 1.20 -1.44 -1.55
H1 -2.11 1.37 2.25
H2 -1.77 -0.05 1.38
H3 -0.45 0.44 2.23
H4 -0.62 2.64 0.51
H5 -1.36 1.41 -0.55
H6 1.74 0.62 1.49
H7 0.07 0.34 -2.12
H8 1.77 -1.55 -0.67
H9 0.54 -2.31 -1.55
H10 1.78 -1.53 -2.47

frontier orbital gap	0.3656	Eh
molar mass	122.2	g/mol
HOMO	-9.269	eV

Entry 17:
Molecular formula: C3H10N2OS
Method: DFT, ωB97M-V/def2-TZVPD

Element x y z (Å)
C1 -3.72 0.49 0.07
N1 -2.53 0.92 0.14
N2 -1.46 0.12 0.05
C2 -1.53 -1.24 -0.45
H1 -4.03 -0.54 -0.12
H2 -4.51 1.21 0.22
H3 -0.65 0.65 -0.24
H4 -0.52 -1.62 -0.55
H5 -2.03 -1.30 -1.42
H6 -2.07 -1.86 0.27
C3 3.97 1.00 0.05
S1 2.74 -0.20 -0.55
O1 2.26 -0.90 0.88
H7 4.74 0.48 0.61
H8 4.39 1.46 -0.84
H9 3.48 1.75 0.66
H10 1.48 -0.45 1.23

frontier orbital gap	0.3495	Eh
molar mass	122.2	g/mol
HOMO	-8.744	eV

Entry 18:
Molecular formula: C3H10N2S
Method: DFT, ωB97M-V/def2-TZVPD

Element x y z (Å)
N1 -1.39 1.79 -0.32
C1 -1.16 0.33 -0.50
C2 0.21 0.02 0.16
N2 0.29 0.32 1.62
C3 0.44 -1.51 -0.05
S1 2.05 -2.13 0.27
H1 -0.56 2.47 -0.47
H2 -1.94 2.05 -1.17
H3 -1.97 -0.08 0.07
H4 -1.10 -0.04 -1.53
H5 1.03 0.55 -0.53
H6 1.25 0.51 1.81
H7 -0.21 1.19 1.70
H8 -0.30 -2.19 0.39
H9 0.26 -1.90 -1.16
H10 3.09 -1.37 -0.30

frontier orbital gap	0.3525	Eh
molar mass	106.2	g/mol
HOMO	-8.759	eV

Entry 19:
Molecular formula: C3H10N2S
Method: DFT, ωB97M-V/def2-TZVPD

Element x y z (Å)
H1 0.99 -0.07 -3.16
N1 1.74 -0.43 -2.59
C1 2.19 0.45 -1.80
N2 3.13 0.16 -0.84
H2 1.97 1.52 -1.78
H3 3.56 0.96 -0.40
H4 3.34 -0.81 -0.64
C2 -2.02 -0.78 -0.04
S1 -1.09 0.47 0.83
C3 -1.67 0.42 2.51
H5 -1.45 -1.24 -0.85
H6 -2.36 -1.54 0.65
H7 -2.86 -0.40 -0.64
H8 -2.09 -0.55 2.77
H9 -2.47 1.13 2.74
H10 -0.89 0.69 3.23

frontier orbital gap	0.3419	Eh
molar mass	106.2	g/mol
HOMO	-8.371	eV

Entry 20:
Molecular formula: C3H10N2S
Method: DFT, ωB97M-V/def2-TZVPD

Element x y z (Å)
H1 4.08 0.20 -1.73
N1 3.66 -0.11 -2.51
C1 2.32 0.11 -2.42
N2 1.32 -0.69 -2.77
H2 2.05 0.98 -1.74
H3 0.51 -0.21 -2.68
H4 1.38 -1.27 -3.54
C2 -1.88 0.39 3.40
S1 -1.78 0.65 1.51
C3 -1.34 -0.83 0.70
H5 -0.80 0.51 3.64
H6 -2.57 1.11 3.76
H7 -2.35 -0.57 3.54
H8 -0.54 -1.31 1.32
H9 -0.78 -0.56 -0.17
H10 -2.08 -1.68 0.32

frontier orbital gap	0.3393	Eh
molar mass	106.2	g/mol
HOMO	-8.594	eV

Entry 21:
Molecular formula: C3H10N2S
Method: DFT, ωB97M-V/def2-TZVPD

Element x y z (Å)
C1 0.88 -0.77 -1.90
N1 0.76 -1.34 -0.56
C2 -0.19 -0.96 0.27
N2 -0.36 -1.36 1.49
H1 1.60 -1.35 -2.46
H2 1.21 0.26 -1.85
H3 -0.08 -0.82 -2.40
H4 1.50 -1.91 -0.21
H5 -0.92 -0.22 -0.06
H6 0.30 -1.95 1.96
H7 -0.99 -0.70 2.02
C3 -0.67 2.27 0.65
S1 -1.66 1.35 1.88
H8 -0.92 3.32 0.70
H9 0.41 2.18 0.84
H10 -0.87 1.97 -0.38

frontier orbital gap	0.2357	Eh
molar mass	106.2	g/mol
HOMO	-6.261	eV

Entry 22:
Molecular formula: C3H10N2Si
Method: DFT, ωB97M-V/def2-TZVPD

Element x y z (Å)
C1 2.97 -0.31 -0.81
C2 2.02 -0.26 0.09
C3 -2.26 -0.84 0.25
N1 -0.57 1.74 0.76
N2 -1.25 -0.55 -0.77
Si1 -0.12 0.70 -0.57
H1 4.03 -0.30 -0.59
H2 2.89 -0.03 -1.89
H3 2.05 -0.59 1.18
H4 -3.05 -0.24 -0.05
H5 -2.23 -1.95 0.42
H6 -1.70 -0.48 1.11
H7 -1.55 2.26 0.81
H8 -0.50 1.20 1.68
H9 -1.41 -1.05 -1.65
H10 -0.25 1.50 -1.92

frontier orbital gap	0.3298	Eh
molar mass	102.2	g/mol
HOMO	-8.176	eV

Entry 23:
Molecular formula: C3H10N3
Method: DFT, ωB97M-V/def2-TZVPD

Element x y z (Å)
C1 0.94 -0.97 0.80
C2 0.71 -1.39 -0.49
N1 1.82 -1.26 -1.46
N2 -0.01 -0.58 1.69
H1 1.99 -0.82 1.10
H2 -0.21 -1.77 -0.89
H3 1.55 -0.62 -2.22
H4 2.55 -0.80 -0.95
H5 2.08 -2.18 -1.84
H6 -0.74 0.08 1.33
H7 0.31 -0.41 2.62
C3 -2.61 2.19 0.10
N3 -1.55 1.45 -0.04
H8 -3.60 1.74 -0.01
H9 -2.52 3.28 0.27
H10 -0.70 2.04 0.01

frontier orbital gap	0.3448	Eh
molar mass	88.1	g/mol
total charge	+1
HOMO	-12.874	eV

Entry 24:
Molecular formula: C3H10N3
Method: DFT, ωB97M-V/def2-TZVPD

Element x y z (Å)
C1 -0.08 1.06 -0.08
C2 0.10 -0.24 -0.65
C3 -1.86 -1.01 0.59
N1 -0.50 -0.61 0.63
N2 0.85 1.73 0.67
N3 1.57 -0.66 -0.70
H1 -1.18 1.53 -0.18
H2 -0.28 -0.72 -1.51
H3 -2.07 -1.45 -0.37
H4 -2.03 -1.69 1.38
H5 -2.52 -0.21 0.66
H6 1.79 1.69 0.60
H7 0.51 2.55 1.01
H8 1.70 -1.66 -0.57
H9 1.98 -0.11 0.03
H10 2.01 -0.19 -1.52

frontier orbital gap	0.3329	Eh
molar mass	88.1	g/mol
total charge	+1
HOMO	-12.726	eV

Entry 25:
Molecular formula: C3H10N3
Method: DFT, ωB97M-V/def2-TZVPD

Element x y z (Å)
C1 0.06 -0.41 1.71
C2 0.62 0.12 0.59
C3 0.43 -1.13 -1.86
N1 -0.89 0.36 2.34
N2 0.33 1.35 0.09
N3 -0.57 -0.27 -2.27
H1 0.26 -1.52 2.01
H2 1.48 -0.45 0.04
H3 0.17 -2.07 -1.35
H4 1.47 -0.99 -2.16
H5 1.00 1.92 -0.42
H6 -0.73 1.25 2.57
H7 -0.47 1.83 0.47
H8 -0.48 0.39 -3.05
H9 -1.34 -0.13 3.03
H10 -1.35 -0.24 -1.75

frontier orbital gap (spin up / spin down)	0.2173 / 0.2168	Eh
molar mass	88.1	g/mol
total charge	+1
HOMO (spin up / spin down)	-11.300 / -11.294	eV

Entry 26:
Molecular formula: C3H10N3
Method: DFT, ωB97M-V/def2-TZVPD

Element x y z (Å)
C1 -2.77 1.46 -0.78
C2 0.71 -0.11 1.42
C3 2.40 -1.02 -0.15
N1 -2.20 0.34 -0.74
N2 0.31 -0.40 -0.86
N3 1.06 -0.46 0.07
H1 -2.27 2.36 -0.45
H2 1.06 0.87 1.56
H3 -0.36 0.00 1.23
H4 0.98 -0.80 2.16
H5 3.03 -0.08 -0.24
H6 2.73 -1.50 0.69
H7 2.43 -1.59 -1.17
H8 -0.68 -0.11 -0.61
H9 -3.71 1.60 -1.09
H10 -2.71 -0.55 -1.03

frontier orbital gap	0.3600	Eh
molar mass	88.1	g/mol
total charge	+1
HOMO	-14.410	eV

Entry 27:
Molecular formula: C3H10N3
Method: DFT, ωB97M-V/def2-TZVPD

Element x y z (Å)
C1 1.38 -0.58 -0.01
C2 -0.98 -1.46 -0.37
C3 -1.75 1.06 0.15
N1 2.19 0.63 0.22
N2 0.07 -0.40 0.01
N3 -0.32 0.80 0.33
H1 1.95 -1.51 0.03
H2 -1.47 -1.84 0.48
H3 -1.63 -0.86 -0.96
H4 -0.26 -2.28 -0.85
H5 -1.97 2.15 0.53
H6 -2.01 1.02 -0.89
H7 -2.43 0.35 0.62
H8 2.71 0.81 1.16
H9 2.97 0.57 -0.46
H10 1.54 1.51 0.01

frontier orbital gap (spin up / spin down)	0.2567 / 0.3438	Eh
2S+1	3
molar mass	88.1	g/mol
total charge	+1
HOMO (spin up / spin down)	-10.439 / -14.700	eV

Entry 28:
Molecular formula: C3H10N3O
Method: DFT, ωB97M-V/def2-TZVPD

Element x y z (Å)
C1 -0.01 0.63 -1.20
C2 0.29 -0.12 1.44
C3 -0.43 -0.82 -1.59
N1 -0.78 1.51 -1.84
N2 0.00 0.29 2.67
N3 1.23 -1.07 1.31
O1 -0.16 0.61 0.47
H1 -1.48 -0.97 -1.85
H2 -0.05 -1.50 -0.73
H3 0.06 -1.16 -2.55
H4 -0.91 2.48 -1.81
H5 -1.76 1.15 -1.96
H6 0.29 -0.27 3.42
H7 -0.63 1.08 2.74
H8 1.55 -1.49 0.50
H9 1.77 -1.28 2.23
H10 1.01 0.95 -1.26

frontier orbital gap (spin up / spin down)	0.2196 / 0.2132	Eh
2S+1	3
molar mass	104.1	g/mol
total charge	+1
HOMO (spin up / spin down)	-8.983 / -14.358	eV

Entry 29:
Molecular formula: C3H10N3O2
Method: DFT, ωB97M-V/def2-TZVPD

Element x y z (Å)
C1 0.66 0.41 1.29
C2 0.42 1.13 -0.95
C3 1.26 -1.12 -0.34
N1 -1.26 -0.67 -0.16
N2 -2.48 0.04 -0.22
N3 0.40 -0.01 -0.04
O1 -2.56 0.98 -0.94
O2 -3.28 -0.63 0.36
H1 0.24 -0.28 1.99
H2 1.71 0.43 1.45
H3 0.23 1.28 1.78
H4 0.23 0.52 -1.81
H5 -0.25 1.94 -0.71
H6 1.47 1.48 -1.02
H7 1.06 -1.45 -1.43
H8 2.35 -0.83 -0.25
H9 1.04 -1.86 0.40
H10 -1.25 -1.34 0.60

frontier orbital gap	0.3824	Eh
molar mass	120.1	g/mol
total charge	+1
HOMO	-16.086	eV

It is found that the energy relative to the best compared isomer or geometry (same formula, charge and spin) values, taken in the order of the records, are 3.091; 6.523; 1.223; 4.136; 5.109; 1.660; 4.748; 4.633; 0.000; 2.178; 0.000; 1.724; 0.980; 0.941; 4.080; 5.402; 3.157; 1.370; 0.602; 2.244; 1.472; 2.867; 3.005; 4.513; 3.907; 4.552; 0.650; 2.050; 9.579 eV.